1.
Here is a 3-piece molecular cluster, C3H7NO2 overall from the OMol25 dataset. Energies are from the ωB97M-V functional and the def2-TZVPD basis.

Structure (XYZ):
```
13
C3H7NO2, DFT the ωB97M-V functional and the def2-TZVPD basis
O -0.876 -2.260 0.236
O 2.466 0.359 0.603
N -1.931 -1.374 -0.006
C -1.582 -0.191 -0.103
C -1.377 1.092 -0.237
C 1.677 -0.550 0.524
H 1.189 -0.987 1.416
H 1.288 2.542 -1.231
H 1.689 2.077 -0.809
H -1.168 1.518 -1.213
H -1.334 -3.110 0.267
H -1.406 1.753 0.624
H 1.390 -1.011 -0.441
```

SMILES string = C=C=NO.[H][H].C=O
ΔE to the lowest compared entry with this formula, charge and spin = 134.5 kcal per mole
E_HOMO = -9.99 eV

Taken from the natural (NBO) analysis, the atomic charges in e are: number 1, O, carries -0.56; number 2, O, carries -0.51; number 3, N, carries -0.18; number 4, C, carries 0.30; number 5, C, carries -0.53; number 6, C, carries 0.28; number 7, H, carries 0.12; number 8, H, carries -0.03; number 9, H, carries 0.03; number 10, H, carries 0.24; number 11, H, carries 0.48; number 12, H, carries 0.24; number 13, H, carries 0.12

=====

2.
Here is a 11-piece molecular cluster, C31H88B2NO16Si overall from the OMol25 dataset. Energies are from the ωB97M-V functional and the def2-TZVPD basis.

Structure (XYZ):
```
139
C31H88B2NO16Si, DFT the ωB97M-V functional and the def2-TZVPD basis
Si -2.722 -4.752 -0.162
O -3.507 -3.566 -1.194
O 1.854 -7.143 7.876
O -0.045 0.042 -1.932
O 4.443 4.514 -1.168
O -3.370 5.046 -0.445
O 4.587 -1.000 3.781
O -4.259 3.128 -3.386
O 0.360 4.889 -8.666
O 0.301 -1.024 0.081
O -1.403 2.050 -0.365
O 4.976 -1.783 -0.087
O -0.057 3.815 -3.035
O -2.375 0.408 1.297
O -1.312 -6.363 3.627
O -5.433 1.659 1.453
O 4.724 5.264 2.442
N 1.989 1.743 -0.378
C -3.877 -5.451 1.252
C 4.199 -4.164 -0.177
C -4.777 3.170 3.205
C -0.788 -5.468 4.598
C 2.598 0.385 -0.110
C -0.077 3.708 -4.451
C -1.133 -4.098 0.743
C -1.713 -1.704 -1.600
C 2.860 -7.711 7.050
C 3.358 3.350 2.945
C -1.426 4.144 -4.984
C 5.373 -2.130 4.131
C 2.393 -2.250 0.038
C -5.017 2.991 1.720
C 1.779 4.896 -8.720
C -3.085 -2.175 -0.823
C -5.547 2.559 -3.197
C 4.423 4.406 -2.583
C 2.336 5.739 -7.592
C -2.132 -6.327 -1.175
C -5.420 1.198 -2.544
C 1.665 -0.895 -0.530
C 3.405 4.855 2.774
C -3.803 6.278 -1.003
C -0.986 -6.038 5.987
C 1.183 -0.805 -2.095
C -5.177 6.112 -1.619
C 3.074 4.842 -3.116
C 3.849 -2.593 -0.632
C 4.486 -3.346 4.298
C 2.241 -8.710 6.094
B -0.815 -0.584 -0.799
B -1.560 0.615 0.063
H 1.684 -3.159 -0.192
H 5.218 5.043 -2.985
H -2.049 -6.204 6.190
H 3.201 -4.805 -0.074
H -3.753 2.525 -3.956
H -0.584 -5.362 6.747
H 1.142 1.935 0.200
H -1.006 -2.605 -1.874
H 1.435 -7.869 8.369
H -4.858 -5.913 0.800
H -6.129 3.235 -2.564
H 0.718 4.344 -4.852
H -4.013 2.470 3.558
H -5.790 3.678 1.362
H -1.639 5.178 -4.692
H -4.099 3.181 1.158
H 4.969 4.820 1.612
H -1.907 -7.199 -0.398
H -1.331 -3.036 1.205
H -5.689 2.958 3.773
H 3.740 3.939 -0.820
H -5.899 5.778 -0.865
H -2.259 -6.477 3.815
H -3.040 -6.707 -1.821
H -3.242 -6.324 1.762
H 3.609 -8.190 7.687
H 5.914 -1.908 5.056
H -4.080 -4.657 2.101
H 2.009 5.348 -6.622
H 2.520 -2.203 1.209
H 1.483 -8.226 5.469
H 4.614 -1.361 0.747
H -1.294 -4.503 4.494
H -0.840 -4.835 1.603
H 3.737 -3.175 5.079
H 3.429 5.751 -7.617
H -3.973 -1.483 -1.215
H 1.735 -9.510 6.644
H -6.404 0.747 -2.388
H 3.044 4.770 -4.207
H 2.962 0.327 1.017
H 2.349 3.019 3.205
H 3.668 2.846 2.024
H -1.062 2.517 0.473
H 3.939 -3.553 3.373
H -2.226 3.524 -4.567
H 3.344 -6.901 6.496
H -0.760 3.240 -2.687
H 3.946 -0.856 4.498
H -0.489 -7.010 6.078
H 1.849 -0.068 -2.756
H 0.900 -1.775 -2.684
H -3.055 -2.017 0.343
H 2.274 4.222 -2.700
H 0.138 2.671 -4.727
H -3.343 4.392 -1.164
H 2.091 5.288 -9.693
H -5.161 5.349 -2.404
H -3.829 7.025 -0.204
H -4.819 0.525 -3.164
H 4.638 3.370 -2.860
H 3.583 0.319 -0.782
H -1.192 -6.023 -1.809
H 2.129 3.863 -8.636
H 0.059 5.810 -8.750
H -3.074 6.599 -1.753
H 4.606 -4.062 0.939
H -3.352 0.510 1.085
H 6.105 -2.296 3.335
H -2.074 -1.212 -2.625
H 2.727 5.181 1.980
H -1.456 4.072 -6.074
H 5.009 -4.667 -0.857
H 5.077 -4.227 4.564
H 2.861 5.876 -2.825
H 3.883 -2.557 -1.801
H 1.970 6.769 -7.660
H 4.049 3.030 3.732
H -5.528 7.054 -2.050
H 3.116 5.355 3.703
H -6.254 1.503 1.950
H 0.276 -5.324 4.390
H -0.271 -4.115 -0.060
H -6.043 2.483 -4.169
H 3.002 -9.154 5.447
H 1.831 1.898 -1.398
H -4.452 4.190 3.427
H -4.911 1.281 -1.578
```

Total charge = -1
E_HOMO = -4.42 eV

Atom charges from the Mulliken analysis, given in e for atoms 1 to 99: number 1, Si, carries 0.50; number 2, O, carries -0.71; number 3, O, carries -0.50; number 4, O, carries -0.29; number 5, O, carries -0.50; number 6, O, carries -0.38; number 7, O, carries -0.43; number 8, O, carries -0.29; number 9, O, carries -0.50; number 10, O, carries -1.04; number 11, O, carries -0.08; number 12, O, carries -0.56; number 13, O, carries -0.45; number 14, O, carries -0.82; number 15, O, carries -0.50; number 16, O, carries -0.49; number 17, O, carries -0.54; number 18, N, carries 0.09; number 19, C, carries -0.66; number 20, C, carries -0.82; number 21, C, carries -1.19; number 22, C, carries -0.23; number 23, C, carries -0.87; number 24, C, carries 0.72; number 25, C, carries 0.02; number 26, C, carries -0.12; number 27, C, carries -0.18; number 28, C, carries -0.57; number 29, C, carries -0.16; number 30, C, carries -0.37; number 31, C, carries -0.22; number 32, C, carries 0.24; number 33, C, carries -0.32; number 34, C, carries 0.28; number 35, C, carries -0.37; number 36, C, carries -0.45; number 37, C, carries -0.65; number 38, C, carries -0.92; number 39, C, carries -1.03; number 40, C, carries 1.71; number 41, C, carries -0.32; number 42, C, carries -0.26; number 43, C, carries -1.05; number 44, C, carries -0.67; number 45, C, carries -0.77; number 46, C, carries -0.24; number 47, C, carries 0.23; number 48, C, carries -0.91; number 49, C, carries -0.80; number 50, B, carries 1.08; number 51, B, carries 0.30; number 52, H, carries -0.62; number 53, H, carries 0.33; number 54, H, carries 0.41; number 55, H, carries 0.20; number 56, H, carries 0.05; number 57, H, carries 0.35; number 58, H, carries -0.05; number 59, H, carries -0.26; number 60, H, carries 0.30; number 61, H, carries 0.28; number 62, H, carries 0.30; number 63, H, carries -0.52; number 64, H, carries 0.28; number 65, H, carries 0.22; number 66, H, carries 0.27; number 67, H, carries 0.05; number 68, H, carries 0.32; number 69, H, carries 0.24; number 70, H, carries 0.03; number 71, H, carries 0.36; number 72, H, carries 0.25; number 73, H, carries 0.18; number 74, H, carries 0.28; number 75, H, carries 0.27; number 76, H, carries -0.03; number 77, H, carries 0.27; number 78, H, carries 0.31; number 79, H, carries 0.27; number 80, H, carries -0.04; number 81, H, carries 0.09; number 82, H, carries 0.08; number 83, H, carries 0.36; number 84, H, carries 0.32; number 85, H, carries 0.33; number 86, H, carries 0.41; number 87, H, carries 0.35; number 88, H, carries -0.13; number 89, H, carries 0.31; number 90, H, carries 0.42; number 91, H, carries 0.12; number 92, H, carries -0.06; number 93, H, carries 0.28; number 94, H, carries 0.01; number 95, H, carries 0.08; number 96, H, carries 0.12; number 97, H, carries -0.48; number 98, H, carries 0.19; number 99, H, carries 0.14

=====

3.
Here is C17H23N5O2PtS as an isolated structure from the OMol25 dataset. Energies are from the ωB97M-V functional and the def2-TZVPD basis.

Structure (XYZ):
```
49
C17H23N5O2PtS, DFT the ωB97M-V functional and the def2-TZVPD basis
Pt -0.729 0.403 -1.208
S 1.456 0.008 1.084
O -0.104 -2.499 -0.406
O -1.387 1.533 1.563
N 0.849 2.823 0.018
N 1.725 -2.137 2.677
N 2.037 -1.054 -1.961
N 1.128 -0.136 3.696
N -3.153 -0.802 -0.136
C 3.428 -2.844 -3.236
C -1.084 1.089 0.541
C -4.262 -1.007 -0.399
C -0.089 2.160 -2.762
C -2.394 1.380 -2.536
C 0.906 3.923 0.386
C -5.658 -1.375 -0.462
C -1.392 2.337 -2.259
C 2.620 -1.881 -2.527
C -0.318 -1.403 -0.694
C 1.080 5.295 0.799
C -2.045 0.167 -3.150
C 2.652 -2.665 3.681
C 0.262 0.942 -3.365
C -0.691 -0.093 -3.455
C 0.704 -0.727 4.965
C 1.429 -0.815 2.580
H 2.199 -3.567 4.100
H -2.789 -0.610 -3.304
H -3.414 1.564 -2.212
H 3.604 -2.918 3.206
H -5.935 -1.820 -1.422
H 0.537 -1.797 4.832
H 4.385 -2.387 -3.506
H -0.397 -1.074 -3.841
H 0.657 2.943 -2.618
H -0.224 -0.226 5.269
H 1.805 -2.555 1.751
H -5.822 -2.100 0.340
H 2.821 -1.933 4.467
H -1.651 3.256 -1.719
H 2.912 -3.160 -4.147
H 3.615 -3.721 -2.610
H 1.481 -0.558 5.725
H 0.546 5.954 0.108
H -6.270 -0.487 -0.283
H 0.689 5.443 1.810
H 2.146 5.548 0.787
H 1.288 0.759 -3.685
H 0.848 0.826 3.516
```

Multiplicity = 5
Total charge = +4
<S²> = 6.05
E_HOMO (spin up / spin down) = -19.05 / -21.96 eV

Taken from the natural (NBO) analysis, the atomic charges in e are: number 1, Pt, carries 0.80; number 2, S, carries 0.52; number 3, O, carries -0.40; number 4, O, carries -0.39; number 5, N, carries -0.55; number 6, N, carries -0.26; number 7, N, carries -0.54; number 8, N, carries -0.21; number 9, N, carries -0.53; number 10, C, carries -0.76; number 11, C, carries 0.50; number 12, C, carries 0.45; number 13, C, carries -0.10; number 14, C, carries -0.06; number 15, C, carries 0.46; number 16, C, carries -0.75; number 17, C, carries -0.28; number 18, C, carries 0.45; number 19, C, carries 0.52; number 20, C, carries -0.76; number 21, C, carries -0.13; number 22, C, carries -0.46; number 23, C, carries -0.10; number 24, C, carries -0.27; number 25, C, carries -0.47; number 26, C, carries 0.15; number 27, H, carries 0.31; number 28, H, carries 0.30; number 29, H, carries 0.29; number 30, H, carries 0.32; number 31, H, carries 0.30; number 32, H, carries 0.26; number 33, H, carries 0.31; number 34, H, carries 0.30; number 35, H, carries 0.30; number 36, H, carries 0.31; number 37, H, carries 0.46; number 38, H, carries 0.30; number 39, H, carries 0.25; number 40, H, carries 0.30; number 41, H, carries 0.30; number 42, H, carries 0.29; number 43, H, carries 0.32; number 44, H, carries 0.30; number 45, H, carries 0.30; number 46, H, carries 0.29; number 47, H, carries 0.31; number 48, H, carries 0.30; number 49, H, carries 0.47

=====

4.
Here is an isolated ion of composition C4H8NO and charge +1 from the OMol25 dataset. Energies are from the ωB97M-V functional and the def2-TZVPD basis.

Structure (XYZ):
```
14
C4H8NO, DFT the ωB97M-V functional and the def2-TZVPD basis
O 0.150 -1.833 2.391
N 0.199 -0.389 0.374
C 0.653 0.040 -0.801
C -1.063 0.233 1.054
C 0.078 1.048 -1.699
C 0.780 -1.381 1.037
H -0.640 0.603 2.020
H 0.036 0.640 -2.760
H 0.637 1.947 -1.626
H 1.631 -0.462 -0.974
H -1.017 1.111 -1.271
H 1.687 -1.935 0.794
H -1.738 -0.557 1.028
H -1.395 0.934 0.434
```

SMILES string = C/C=[N+](\C)C=O
Total charge = +1
ΔE to the lowest compared entry with this formula, charge and spin = 104.2 kcal per mole
E_HOMO (spin up / spin down) = -15.62 / -15.04 eV

Taken from the natural (NBO) analysis, the atomic charges in e are: number 1, O, carries -0.40; number 2, N, carries -0.35; number 3, C, carries 0.37; number 4, C, carries -0.35; number 5, C, carries -0.71; number 6, C, carries 0.41; number 7, H, carries 0.27; number 8, H, carries 0.31; number 9, H, carries 0.30; number 10, H, carries 0.23; number 11, H, carries 0.25; number 12, H, carries 0.24; number 13, H, carries 0.25; number 14, H, carries 0.20

=====

5.
Here is a 2-piece molecular cluster, CH5NO2S overall from the OMol25 dataset. Energies are from the ωB97M-V functional and the def2-TZVPD basis.

Structure (XYZ):
```
10
CH5NO2S, DFT the ωB97M-V functional and the def2-TZVPD basis
S 1.054 -0.594 -0.111
O 1.080 -0.766 1.297
O 2.157 -1.148 -0.874
N -2.275 -0.787 0.259
C 0.830 1.187 -0.484
H 0.538 1.537 0.580
H 1.810 1.475 -0.839
H -2.801 -1.695 0.104
H -0.010 1.301 -1.232
H -2.383 -0.510 1.301
```

ΔE to the lowest compared entry with this formula, charge and spin = 106.7 kcal per mole
E_HOMO (spin up / spin down) = -11.37 / -8.97 eV

Taken from the natural (NBO) analysis, the atomic charges in e are: number 1, S, carries 1.84; number 2, O, carries -0.89; number 3, O, carries -0.87; number 4, N, carries -0.62; number 5, C, carries -0.85; number 6, H, carries 0.26; number 7, H, carries 0.25; number 8, H, carries 0.31; number 9, H, carries 0.26; number 10, H, carries 0.31

=====

6.
Here is one molecule with the formula C2H6N2O from the OMol25 dataset. Energies are from the ωB97M-V functional and the def2-TZVPD basis.

Structure (XYZ):
```
11
C2H6N2O, DFT the ωB97M-V functional and the def2-TZVPD basis
O -1.544 0.332 -0.139
N 1.716 -0.780 0.002
N 0.753 1.429 0.008
C -0.654 -0.661 -0.016
C 0.749 0.141 -0.064
H -2.419 -0.227 0.124
H 1.648 1.979 -0.204
H 1.142 -1.648 -0.437
H -0.499 -1.584 -0.438
H -0.730 -0.993 1.051
H -0.163 2.012 0.114
```

SMILES string = [H]/N=C(/N)CO
ΔE to the lowest compared entry with this formula, charge and spin = 83.2 kcal per mole
E_HOMO = -8.44 eV

Taken from the natural (NBO) analysis, the atomic charges in e are: number 1, O, carries -0.69; number 2, N, carries -0.75; number 3, N, carries -0.81; number 4, C, carries -0.12; number 5, C, carries 0.42; number 6, H, carries 0.47; number 7, H, carries 0.42; number 8, H, carries 0.31; number 9, H, carries 0.18; number 10, H, carries 0.15; number 11, H, carries 0.43

=====

no.,strongest force on any atom (eV Å⁻¹)
1,0.82
2,3.33
3,6.82
4,11.17
5,2.30
6,7.61